# 1
{"formula": "C2H7NS", "method": "ωB97M-V/def2-TZVPD", "elements": ["C", "N", "C", "H", "H", "H", "H", "H", "S", "H", "H"], "coordinates": [[0.642, -0.728, -1.598], [-0.242, -0.283, -0.680], [-0.279, 1.117, -0.133], [1.128, 0.011, -2.428], [0.742, -1.791, -1.750], [-0.450, 1.842, -1.013], [-1.153, 1.133, 0.622], [0.654, 1.340, 0.366], [-0.320, -1.455, 2.446], [-0.606, -0.203, 2.974], [-0.117, -0.985, 1.193]], "atomic_forces_ev_per_a": [[-2.9887, 4.4642, 0.9655], [3.9546, -1.6257, -1.7482], [-1.8831, -0.3599, -1.9164], [-0.6335, -1.6326, 2.2431], [-0.1654, -0.1774, -0.0534], [0.1875, -0.7329, 1.5430], [1.4482, 0.2312, -1.3591], [0.1650, 0.0536, 0.0957], [-0.1646, 0.9991, 0.5560], [0.2652, -1.0429, -0.4871], [-0.1853, -0.1767, 0.1610]], "smiles": "C=NC.S", "de_lowest_kcal_mol": 43.69, "total_energy_ha": -533.26083, "homo_lumo_gap_ev": 9.68, "largest_force_ev_per_a": 5.46}

# 2
{"formula": "C2H7NSi", "method": "ωB97M-V/def2-TZVPD", "elements": ["C", "C", "N", "Si", "H", "H", "H", "H", "H", "H", "H"], "coordinates": [[1.433, -1.196, 0.063], [-1.722, 0.149, -0.073], [-0.436, 0.365, -0.615], [1.133, 0.743, -0.099], [1.171, -1.772, -0.842], [1.227, -1.814, 1.001], [-1.994, 1.167, 0.166], [-2.555, -0.237, -0.609], [-1.730, -0.328, 0.931], [2.021, 1.480, -1.174], [1.452, 1.444, 1.251]], "atomic_forces_ev_per_a": [[-1.1199, 0.6133, 0.2425], [0.7626, 1.1235, 2.4171], [0.3524, -0.7618, -0.7912], [1.3935, -1.0755, 0.3791], [0.4603, 0.2906, 0.3922], [0.2923, 1.1658, -1.1749], [-0.7468, 0.6697, 0.3174], [-0.0568, -0.7653, -1.3518], [0.1672, 0.0048, -0.4450], [-1.0347, -0.7992, 0.9263], [-0.4700, -0.4660, -0.9115]], "de_lowest_kcal_mol": 79.12, "total_energy_ha": -424.49393, "homo_lumo_gap_ev": [9.15, 8.35], "largest_force_ev_per_a": 2.77}

# 3
{"formula": "C2H7O", "method": "ωB97M-V/def2-TZVPD", "elements": ["O", "H", "H", "H", "C", "C", "H", "H", "H", "H"], "coordinates": [[-1.734, 0.117, -0.346], [-2.664, 0.090, -0.038], [-1.397, -0.806, -0.348], [-1.013, 0.679, 0.051], [1.081, 0.328, 0.693], [1.115, -0.326, -0.465], [0.906, -0.182, 1.631], [1.336, 1.379, 0.750], [1.114, -1.414, -0.495], [1.256, 0.134, -1.433]], "atomic_forces_ev_per_a": [[-0.4141, -1.1017, -0.4977], [0.2035, 0.7579, 0.3045], [0.2316, 0.1691, -0.1742], [-0.0584, 0.0614, 0.3224], [0.0427, 0.2215, -0.0338], [0.2060, -0.5120, -0.1449], [0.2304, -0.1112, 0.0786], [-0.2891, 0.1759, -0.0290], [-0.3800, 0.0253, 0.1014], [0.2273, 0.3137, 0.0726]], "de_lowest_kcal_mol": 4.30, "total_energy_ha": -155.28856, "charge": 1, "homo_lumo_gap_ev": 10.81, "largest_force_ev_per_a": 1.28}